A cluster of 9 separate species, C19H35Cl2F12N2O13S in total. Source: the OMol25 dataset; level of theory: ωB97M-V/def2-TZVPD.

```
84
Properties=species:S:1:pos:R:3:forces:R:3:lowdin_charge:R:1
N -0.4487 0.4930 -0.8528 0.02 0.05 -0.21 0.228
H -0.8892 0.5440 0.0551 0.11 -0.12 -0.07 0.037
H -1.0771 0.8793 -1.5765 0.38 -0.14 0.25 0.032
H -0.2084 -0.5061 -1.1597 0.69 -0.66 -0.02 0.061
H 0.4332 1.0693 -0.8274 0.23 0.32 0.20 0.067
N 2.0026 0.4780 -3.0690 -0.59 0.76 0.59 0.214
H 2.6249 1.2700 -3.3722 0.20 0.16 -0.35 0.064
H 1.8283 0.8485 -2.1042 -0.27 -0.02 -0.41 0.064
H 2.5428 -0.3974 -2.8740 0.58 -0.94 -0.31 0.034
H 1.1394 0.2999 -3.6392 1.26 0.31 0.94 0.061
C -2.7313 1.1359 -5.4416 1.41 0.13 1.02 -0.657
F -3.6555 2.0833 -5.1984 -0.25 0.02 -0.36 0.092
F -3.2906 -0.0526 -5.2288 -0.18 -0.01 -0.08 0.126
F -2.3451 1.1979 -6.7215 -0.43 0.12 -0.17 0.109
S -1.2262 1.4304 -4.3372 2.00 -1.25 1.76 0.503
O -0.3639 0.2708 -4.5104 -1.19 0.42 -1.64 -0.312
O -0.6735 2.7019 -4.7097 -0.78 0.21 -0.84 -0.291
O -1.7166 1.3884 -2.9617 -1.89 0.98 -0.81 -0.375
O 3.4035 -1.7589 -2.6235 -0.69 0.26 0.04 -0.353
C 2.5580 -2.8130 -2.4346 1.88 -0.37 0.10 -0.497
C 1.4260 -2.7222 -1.4160 -1.63 -1.11 0.39 -0.457
O 0.3376 -1.9425 -1.7116 -0.04 0.68 0.47 -0.338
H 3.2192 -3.6639 -2.0682 -0.39 -0.42 0.28 0.050
H 2.1674 -3.2520 -3.3865 -0.48 0.28 0.00 0.074
H 1.7926 -2.6684 -0.3625 0.70 1.07 -0.10 0.062
H 1.0465 -3.7841 -1.2712 0.18 -0.38 -0.62 0.066
O 1.9467 1.9939 -0.5781 -0.37 -0.10 -0.73 -0.355
C 2.5142 3.1949 -0.9663 0.24 -0.32 1.41 -0.429
C 3.6440 3.3490 -2.0501 0.63 0.18 -1.31 -0.498
O 3.6357 2.7027 -3.2490 -0.76 -0.17 0.23 -0.375
H 3.0687 3.5673 -0.0603 0.21 0.49 -0.01 0.046
H 1.7650 4.0061 -1.1054 -0.27 -0.12 -0.57 0.065
H 4.6644 3.2318 -1.6034 -0.17 -0.43 0.74 0.054
H 3.6504 4.4668 -2.2188 -0.26 0.25 0.23 0.049
C 4.9616 -4.0742 0.9348 0.60 -0.06 -0.08 -0.059
C 4.8204 -2.9797 1.9720 -0.36 0.22 -0.90 -0.193
O 3.4088 -2.8356 2.1732 -0.70 -1.06 0.75 0.019
C 2.8413 -1.6598 2.2688 0.53 0.61 -0.77 -0.405
O 3.3969 -0.6139 2.1564 0.27 0.71 0.63 0.179
C 1.3042 -1.7136 2.3505 0.61 -1.02 -0.75 -0.560
F 0.8314 -1.5510 3.5993 0.02 0.30 0.20 0.147
F 0.8433 -0.7876 1.5539 -0.59 0.61 0.14 0.209
F 0.8688 -2.9025 1.9193 -0.33 -0.22 0.26 0.146
H 6.0090 -4.0972 0.6160 0.03 -0.33 0.20 0.074
H 4.4094 -3.8920 0.0096 -0.29 0.34 0.25 0.075
H 4.6449 -5.0322 1.3483 0.13 -0.09 -0.08 0.070
H 5.2461 -2.0531 1.5898 -0.13 0.13 0.17 0.126
H 5.2460 -3.2310 2.9438 0.16 -0.04 -0.04 0.116
C 2.1422 2.6107 2.5891 0.61 -0.47 0.14 -0.064
C 0.8208 3.2817 2.3601 0.41 -0.03 -1.23 -0.169
O -0.1894 2.7237 3.2419 0.20 1.23 1.57 0.044
C -1.1221 1.9508 2.7764 1.06 0.06 0.74 -0.424
O -1.2102 1.6042 1.6556 -1.24 -0.76 -1.67 0.151
C -2.0210 1.4001 3.9048 -0.75 1.30 -0.22 -0.526
F -1.7859 2.0544 5.0590 0.33 -0.75 0.30 0.138
F -3.3228 1.6502 3.6546 0.18 -0.36 -0.29 0.108
F -1.8621 0.0929 4.0207 0.10 -0.08 0.44 0.186
H 2.0409 1.5260 2.6064 -0.04 0.01 -0.25 0.062
H 2.6664 2.8866 3.5114 -0.38 0.24 0.15 0.069
H 2.8187 2.8508 1.7657 -0.25 -0.11 -0.15 0.060
H 0.5022 3.1369 1.3245 0.20 -0.29 0.03 0.113
H 0.9147 4.3615 2.4918 -0.49 -0.07 0.58 0.120
C -2.0428 -2.1721 0.4684 -0.20 0.80 0.82 -0.051
C -2.3338 -3.2438 1.4989 1.48 0.17 -0.87 -0.178
O -3.2031 -2.7446 2.5410 -0.20 -0.10 0.64 0.044
C -4.4954 -2.7498 2.3501 0.58 0.24 -0.51 -0.429
O -5.0819 -3.2314 1.4290 -0.65 -0.36 -0.24 0.159
C -5.2319 -1.9166 3.4152 0.65 0.36 0.24 -0.541
F -6.4258 -2.4567 3.6774 -0.10 0.09 0.13 0.150
F -4.5403 -1.8097 4.5618 -0.22 -0.39 0.12 0.146
F -5.3983 -0.6637 2.9830 -0.33 -0.12 -0.26 0.166
H -2.9521 -1.8178 -0.0220 0.13 -0.51 -0.53 0.052
H -1.1918 -2.4321 -0.1840 -0.37 -0.03 -0.46 0.077
H -1.7147 -1.2678 0.9970 0.14 -0.20 0.19 0.062
H -1.3911 -3.4483 2.0023 -0.20 -0.07 0.28 0.103
H -2.6351 -4.1781 1.0246 -0.73 0.10 0.33 0.124
Cl -4.5887 2.9244 1.0696 -0.13 0.26 -0.07 0.533
C -3.7913 3.0649 -0.5348 0.57 -0.25 -0.11 -0.626
C -4.5236 2.2211 -1.5578 0.56 -0.08 0.36 -0.639
Cl -4.2328 0.4795 -1.2687 -0.54 0.03 0.29 0.587
H -2.7662 2.7496 -0.3561 0.00 -0.13 -0.24 0.053
H -3.7677 4.1092 -0.8405 -0.22 0.04 0.11 0.074
H -4.1314 2.3307 -2.5643 0.01 0.55 0.02 0.042
H -5.5696 2.5036 -1.4534 -0.19 -0.53 -0.37 0.057
```
Positions in Å, forces in eV/Å.

Values from the calculation:
charge: -3
LUMO: 5.47 eV
HOMO: 2.08 eV
ΔE to the lowest compared entry with this formula, charge and spin: 0.000 eV
spin multiplicity: 1

=====

A cluster of 3 separate species, C19H35FNO6 in total. Source: the OMol25 dataset; level of theory: ωB97M-V/def2-TZVPD.

```
62
Properties=species:S:1:pos:R:3:forces:R:3:nbo_charge:R:1
C 3.1320 -0.0971 0.5063 -0.12 -0.19 1.27 -0.278
O 1.8947 0.0255 -0.2802 2.04 0.52 -1.03 -0.567
C 2.1438 -0.0497 -1.7303 0.14 -1.33 -0.25 -0.075
C 1.4602 1.1564 -2.6053 0.16 0.05 0.02 -0.428
C 0.4697 2.1541 -1.7385 -0.52 -0.11 -1.19 -0.405
C -0.8789 1.3160 -1.3279 -0.56 -0.16 0.88 -0.440
C -2.1353 2.2519 -0.8103 0.44 1.04 -0.56 -0.406
C -3.6110 1.6746 -1.2416 0.18 1.20 0.80 -0.421
C -4.1520 0.4147 -0.3430 -0.83 0.08 -1.18 -0.277
N -3.0763 -0.3834 0.3595 -0.80 -1.14 -2.34 -0.055
F -3.4566 -0.3639 1.6877 -0.32 0.51 1.31 -0.252
C -3.1720 -1.8825 0.0082 0.57 -1.70 1.30 -0.196
C -2.1774 -2.3325 -1.2147 -1.79 -0.46 -2.32 -0.421
C -3.2164 -2.7484 -2.6033 0.62 1.60 -1.17 0.076
C -3.6740 -1.3837 -3.5742 1.34 -5.22 3.84 -0.281
O -2.5782 -2.5286 -4.0133 -3.91 1.78 4.09 -0.543
C -2.6258 -2.6639 1.3824 1.61 -2.34 4.79 0.752
O -1.2963 -2.5535 1.6091 -6.17 -0.36 -1.56 -0.766
O -3.5262 -3.3789 2.3077 4.17 3.89 -5.55 -0.816
H 4.0539 0.4799 0.0734 -2.01 -1.22 0.64 0.201
H 3.3762 -1.2337 0.6515 -0.31 2.02 -0.29 0.171
H 2.8892 0.3537 1.5823 0.47 -1.01 -2.36 0.196
H 3.3169 -0.1409 -1.8873 -2.45 0.44 0.07 0.179
H 1.6705 -1.0811 -2.0988 0.99 2.12 0.75 0.179
H 0.8011 0.6351 -3.4486 1.40 1.24 1.76 0.206
H 2.3280 1.7637 -3.1451 -1.89 -1.14 1.20 0.202
H 1.0050 2.6985 -0.8445 -1.04 -1.43 -1.65 0.224
H 0.1339 3.0072 -2.5002 0.67 -1.69 1.56 0.187
H -1.2917 0.7256 -2.2797 1.11 1.23 1.91 0.186
H -0.6572 0.5469 -0.4534 -0.31 1.47 -2.08 0.271
H -2.0116 3.2941 -1.3793 -0.38 -2.07 1.12 0.186
H -2.0627 2.5377 0.3462 -0.22 -0.98 -2.48 0.218
H -4.3801 2.5682 -1.0544 1.56 -1.93 -0.53 0.205
H -3.5879 1.4905 -2.3970 -0.09 0.07 2.20 0.204
H -4.7177 -0.3270 -1.0696 0.79 1.56 1.48 0.191
H -4.9002 0.8192 0.4644 1.51 -0.91 -1.56 0.231
H -4.2850 -2.2453 -0.1297 2.06 0.85 0.03 0.204
H -1.5439 -1.4424 -1.6428 -1.04 -1.87 1.11 0.232
H -1.5404 -3.3022 -0.9968 -1.31 2.35 -0.12 0.263
H -4.0666 -3.6562 -2.4396 2.66 2.48 -0.80 0.203
H -4.7851 -1.7214 -3.7296 2.36 1.35 -0.37 0.228
H -3.2652 -0.6354 -2.7728 -0.88 -0.85 -2.53 0.239
C -1.1817 -2.9747 6.2677 0.06 0.28 0.46 -0.721
C 0.1644 -2.7990 5.6172 1.20 0.34 0.20 0.605
O 1.0985 -2.2681 6.2158 -0.92 -0.41 -0.35 -0.593
C 0.3234 -3.2981 4.2060 0.44 0.27 0.34 -0.737
H -1.1492 -2.5684 7.2842 0.05 -0.07 -0.17 0.213
H -1.9425 -2.4341 5.6989 -0.02 -0.30 -0.11 0.252
H -1.4315 -4.0371 6.3235 -0.15 0.10 -0.21 0.225
H -0.3702 -2.7719 3.5454 -0.20 -0.34 -0.19 0.307
H 0.1407 -4.3749 4.1700 -0.27 0.11 -0.14 0.221
H 1.3463 -3.1046 3.8658 -0.18 -0.02 0.13 0.216
C 4.9896 4.6038 -0.2599 -0.48 -0.10 0.17 -0.721
C 5.2842 3.2385 -0.8212 -1.19 -1.23 0.07 0.594
O 4.4487 2.3368 -0.7793 1.22 1.48 -0.23 -0.544
C 6.6407 3.0190 -1.4359 -0.04 -0.49 -0.13 -0.720
H 3.9744 4.6159 0.1508 0.23 -0.04 -0.10 0.244
H 5.6944 4.8355 0.5427 0.06 0.13 -0.17 0.228
H 5.0553 5.3534 -1.0524 0.18 0.03 0.12 0.228
H 7.4190 3.1800 -0.6858 0.01 0.18 -0.14 0.228
H 6.7799 3.6980 -2.2808 0.13 0.08 0.16 0.228
H 6.7120 1.9883 -1.7992 -0.05 0.23 0.09 0.238
```
Positions in Å, forces in eV/Å.

Values from the calculation:
charge: -1
LUMO: 2.07 eV
HOMO: -4.58 eV
spin multiplicity: 1